# 1
{
  "formula": "C33H71F4N7O8S4",
  "method": "ωB97M-V/def2-TZVPD",
  "charge": 2,
  "orbital_gap_ev": 5.962,
  "homo_energy_ev": -11.041,
  "molar_mass_g_mol": 898.23,
  "e_above_lowest_ev": 7.572,
  "species": ["C", "C", "C", "C", "N", "C", "C", "C", "C", "C", "H", "H", "H", "H", "H", "H", "H", "H", "H", "H", "H", "H", "H", "H", "H", "H", "H", "H", "H", "H", "C", "C", "C", "C", "N", "C", "C", "C", "C", "C", "H", "H", "H", "H", "H", "H", "H", "H", "H", "H", "H", "H", "H", "H", "H", "H", "H", "H", "H", "H", "C", "C", "C", "C", "N", "C", "C", "C", "C", "C", "H", "H", "H", "H", "H", "H", "H", "H", "H", "H", "H", "H", "H", "H", "H", "H", "H", "H", "H", "H", "C", "C", "N", "C", "C", "N", "C", "C", "H", "H", "H", "H", "H", "H", "H", "H", "H", "H", "H", "N", "S", "O", "O", "F", "S", "O", "O", "F", "N", "S", "O", "O", "F", "S", "O", "O", "F"],
  "xyz": [[-3.5503, -2.9569, -0.5270], [-3.1121, -2.9968, 0.9745], [-3.0776, -1.6245, 1.6316], [-2.2166, -1.6005, 2.8456], [-2.4749, -0.3721, 3.7420], [-3.9542, -0.1978, 4.1909], [-3.8147, 0.5734, 5.5068], [-2.4902, 0.3938, 6.1407], [-1.7515, -0.4482, 5.1265], [-2.0470, 0.8961, 2.9756], [-2.8630, -2.2062, -0.9170], [-4.5820, -2.6066, -0.4953], [-3.5098, -3.8866, -1.0945], [-2.0877, -3.3551, 1.0758], [-3.6074, -3.8227, 1.4851], [-4.0907, -1.4244, 1.9803], [-2.7239, -0.8325, 0.9716], [-1.1546, -1.5551, 2.6045], [-2.4693, -2.5209, 3.3720], [-4.6399, 0.3829, 3.5738], [-4.6003, -1.0457, 4.4182], [-4.0317, 1.6406, 5.4590], [-4.5757, 0.1918, 6.1875], [-2.1161, 1.4175, 6.1531], [-2.4778, -0.2941, 6.9861], [-0.7407, -0.0852, 4.9402], [-1.8270, -1.5190, 5.3156], [-2.7825, 1.1867, 2.2256], [-1.0888, 0.6258, 2.5319], [-1.9082, 1.6283, 3.7711], [-4.7715, 1.3953, -3.3575], [-3.9825, 0.1660, -2.9903], [-2.8506, -0.2259, -4.0630], [-1.5800, 0.7997, -4.1110], [-0.5100, 0.3608, -5.1488], [0.6700, 1.3818, -5.1028], [1.4040, 1.2637, -6.3900], [0.2817, 0.7480, -7.3548], [-0.9775, 0.6874, -6.5795], [-0.0159, -1.0631, -4.8546], [-5.6804, 1.5386, -2.7733], [-5.0377, 1.4208, -4.4142], [-4.2073, 2.3264, -3.3030], [-4.7093, -0.6293, -3.1556], [-3.7053, 0.2556, -1.9399], [-3.3115, -0.1704, -5.0492], [-2.5462, -1.2510, -3.8518], [-0.9281, 0.7051, -3.2426], [-1.7098, 1.8387, -4.4140], [1.2001, 0.9566, -4.2506], [0.3431, 2.4186, -5.0230], [2.2817, 0.6310, -6.2573], [1.6826, 2.2679, -6.7095], [0.4672, -0.2569, -7.7341], [0.2030, 1.3657, -8.2494], [-1.5925, -0.1283, -6.9596], [-1.4510, 1.6690, -6.5990], [0.7150, -1.2180, -5.6483], [-0.7757, -1.8435, -4.8960], [0.4793, -1.1587, -3.8883], [3.6346, 3.3270, 2.2249], [3.7464, 2.5112, 0.9704], [2.9560, 3.1205, -0.2018], [1.4623, 2.8571, -0.1276], [0.6127, 3.8112, -1.0239], [0.5763, 5.2234, -0.3955], [-0.6565, 5.8635, -1.0498], [-1.6294, 4.8009, -1.3470], [-0.8916, 3.5397, -0.9075], [1.0784, 3.8682, -2.4762], [2.5773, 3.5562, 2.3580], [4.0866, 4.3093, 2.0875], [3.9780, 2.8474, 3.1416], [3.4020, 1.4846, 1.0956], [4.8109, 2.4771, 0.7385], [3.3581, 2.7568, -1.1474], [3.0820, 4.2032, -0.1977], [1.1701, 2.9121, 0.9211], [1.2500, 1.8271, -0.4141], [1.4215, 5.8974, -0.5357], [0.3420, 5.1771, 0.6680], [-0.4230, 6.4593, -1.9321], [-1.0805, 6.6091, -0.3772], [-1.7602, 4.7475, -2.4279], [-2.6343, 4.9553, -0.9540], [-1.2392, 2.6711, -1.4668], [-1.0319, 3.2621, 0.1372], [1.7529, 4.7193, -2.5687], [0.2507, 4.0134, -3.1704], [1.5595, 2.9053, -2.6481], [2.1109, -4.8324, 3.6277], [1.5496, -3.6424, 2.8000], [1.8601, -2.3301, 3.5430], [2.5022, -1.1984, 3.0276], [2.5604, -0.2571, 4.0214], [2.0201, -0.8114, 5.1600], [1.6555, -2.0834, 4.8547], [1.7721, -0.2438, 6.5250], [1.7445, -4.9160, 4.6509], [3.1831, -5.0178, 3.6914], [1.7985, -5.7844, 3.1985], [0.4677, -3.6126, 2.6709], [1.8040, -3.6159, 1.7405], [2.8087, -1.2359, 1.9927], [3.0212, 0.7066, 4.1802], [1.3208, -2.8169, 5.5732], [2.5514, -0.6358, 7.1785], [0.8018, -0.5335, 6.9286], [1.9472, 0.8308, 6.5767], [3.8806, -6.5646, -1.2046], [4.5070, -5.0530, -1.0432], [5.8557, -4.7327, -1.5565], [3.9850, -4.2436, 0.0390], [3.6259, -4.4318, -2.2741], [4.3992, -7.1534, 0.1291], [3.7841, -6.6435, 1.3816], [5.8329, -7.4022, 0.1560], [3.6801, -8.6815, 0.1784], [1.3857, -0.1789, -1.7399], [2.6414, -0.9239, -1.7137], [2.8876, -1.7387, -2.9098], [3.3189, -1.1885, -0.4306], [3.4471, 0.2512, -2.3708], [0.5338, -1.3231, -0.8068], [0.7109, -1.2952, 0.6565], [0.1855, -2.5883, -1.4038], [-0.9215, -0.6295, -0.8423]]
}



# 2
{
  "formula": "C33H72O15S6",
  "method": "ωB97M-V/def2-TZVPD",
  "smiles": "O=S1(=O)CCCC1.O=S1(=O)CCCC1.O=S1(=O)CCCC1.O=S1(=O)CCCC1.O=S1(=O)CCCC1.O=S1(=O)CCCC1.CC(C)O.CC(C)O.CC(C)O",
  "charge": 0,
  "orbital_gap_ev": 9.974,
  "homo_energy_ev": -9.895,
  "molar_mass_g_mol": 901.33,
  "species": ["C", "C", "C", "O", "H", "H", "H", "H", "H", "H", "H", "H", "C", "C", "C", "O", "H", "H", "H", "H", "H", "H", "H", "H", "C", "C", "C", "O", "H", "H", "H", "H", "H", "H", "H", "H", "C", "C", "C", "S", "O", "O", "C", "H", "H", "H", "H", "H", "H", "H", "H", "C", "C", "C", "S", "O", "O", "C", "H", "H", "H", "H", "H", "H", "H", "H", "C", "C", "C", "S", "O", "O", "C", "H", "H", "H", "H", "H", "H", "H", "H", "C", "C", "C", "S", "O", "O", "C", "H", "H", "H", "H", "H", "H", "H", "H", "C", "C", "C", "S", "O", "O", "C", "H", "H", "H", "H", "H", "H", "H", "H", "C", "C", "C", "S", "O", "O", "C", "H", "H", "H", "H", "H", "H", "H", "H"],
  "xyz": [[-3.8758, 2.3227, -3.6491], [-5.2654, 3.0510, -3.4880], [-5.0868, 4.3488, -2.7432], [-5.7025, 3.3941, -4.7519], [-3.5469, 2.0623, -2.6430], [-3.1419, 2.8879, -4.2236], [-3.9700, 1.3880, -4.2018], [-5.8753, 2.4645, -2.8009], [-4.5288, 5.0513, -3.3622], [-4.6897, 3.9448, -1.8120], [-6.0110, 4.8451, -2.4472], [-6.4832, 2.8700, -4.9453], [-1.9233, -3.2498, 3.9492], [-0.5824, -2.6308, 4.0831], [0.4575, -3.2144, 3.1074], [-0.7425, -1.4066, 3.5740], [-2.7527, -2.6806, 4.3689], [-2.0752, -4.1261, 4.5794], [-2.1779, -3.4156, 2.9024], [-0.2081, -2.6740, 5.1059], [0.2811, -3.1766, 2.0324], [0.7181, -4.2323, 3.3976], [1.3823, -2.6682, 3.2928], [-0.3871, -1.2671, 2.6932], [-0.9718, 5.2387, -2.4124], [-0.9278, 5.6161, -0.9337], [-0.8064, 4.4089, 0.0975], [-0.0080, 6.6336, -0.5638], [-1.8487, 4.6018, -2.5283], [-0.1617, 4.5787, -2.7226], [-1.2556, 6.0852, -3.0376], [-1.9422, 5.8956, -0.6489], [-1.2204, 3.4305, -0.1465], [-1.3040, 4.5013, 1.0629], [0.2149, 4.3383, 0.4716], [-0.1773, 7.3985, -1.1187], [5.7875, 1.2315, -1.0249], [4.5779, 2.0171, -1.5053], [4.9980, 3.1276, -2.5125], [6.6691, 3.7118, -1.7152], [6.3788, 4.8713, -0.8336], [7.6908, 3.8094, -2.7600], [6.9570, 2.2035, -0.5991], [6.1543, 0.6508, -1.8712], [5.5237, 0.5736, -0.1967], [4.0962, 2.3167, -0.5745], [3.8424, 1.3362, -1.9337], [4.2321, 3.9019, -2.4694], [5.1249, 2.9206, -3.5751], [6.6042, 2.2106, 0.4322], [8.0226, 1.9869, -0.6750], [-1.3218, -1.6754, -1.1972], [-1.1572, -0.1709, -1.1471], [0.0692, 0.2709, -0.1748], [1.3967, -0.9711, -0.4258], [1.9019, -1.4168, 0.9263], [2.2574, -0.7128, -1.5963], [0.1793, -2.3324, -1.0357], [-1.9211, -2.1319, -1.9849], [-1.9159, -2.0471, -0.3623], [-2.0858, 0.3319, -0.8768], [-0.9269, 0.2332, -2.1329], [-0.3228, 0.1472, 0.8348], [0.5044, 1.2702, -0.1649], [0.1356, -3.0536, -0.2195], [0.5988, -2.7076, -1.9691], [-4.6499, -3.9575, -4.1417], [-4.1250, -4.4548, -2.8479], [-4.8584, -3.6384, -1.6786], [-5.4816, -1.9744, -2.4974], [-4.8427, -0.7413, -1.9883], [-6.9613, -2.0944, -2.5055], [-4.7629, -2.3305, -4.0965], [-5.6671, -4.3131, -4.3060], [-4.0855, -4.2659, -5.0218], [-3.0856, -4.1272, -2.8683], [-4.1452, -5.5415, -2.7656], [-4.2288, -3.4405, -0.8111], [-5.8141, -4.1173, -1.4658], [-3.7309, -1.9844, -4.0390], [-5.3736, -1.8126, -4.8360], [-6.3317, 0.2468, 3.0940], [-5.5485, -0.0757, 4.4464], [-3.9711, -0.0274, 4.2005], [-3.7533, -0.1132, 2.3922], [-3.8812, -1.4609, 1.9560], [-2.7238, 0.7364, 1.7849], [-5.3204, 0.7170, 1.9804], [-7.0632, 1.0523, 3.1591], [-6.9539, -0.5850, 2.7636], [-5.9014, -1.0150, 4.8721], [-5.8396, 0.6827, 5.1732], [-3.3709, -0.8069, 4.6697], [-3.6888, 0.9279, 4.6431], [-5.6419, 0.5274, 0.9564], [-5.0606, 1.7562, 2.1821], [3.1293, 0.1544, 3.1994], [3.4964, 1.4807, 3.9827], [5.0801, 1.6904, 3.7535], [5.8296, -0.0298, 3.9105], [6.3672, -0.1342, 5.2825], [6.6844, -0.1929, 2.7797], [4.1373, -0.9391, 3.6482], [3.2564, 0.4066, 2.1466], [2.0807, -0.0960, 3.3603], [3.2434, 1.4535, 5.0426], [2.7982, 2.2365, 3.6231], [5.7143, 2.0545, 4.5618], [5.2817, 2.1912, 2.8066], [3.8979, -1.2220, 4.6733], [4.3512, -1.8435, 3.0786], [5.7934, -2.5120, -1.5348], [5.1831, -2.2812, -0.0988], [4.5881, -3.6147, 0.2459], [4.3314, -4.7076, -1.2120], [2.9405, -5.1012, -1.3206], [5.3901, -5.7023, -1.3351], [4.8218, -3.3446, -2.3840], [6.7103, -3.0916, -1.4280], [6.1194, -1.5071, -1.8033], [4.4785, -1.4502, -0.0652], [5.9452, -2.0445, 0.6437], [3.6414, -3.4324, 0.7543], [5.0780, -4.1694, 1.0461], [3.9412, -2.7470, -2.6198], [5.0975, -3.7918, -3.3391]]
}



# 3
{
  "formula": "C33H73BrClN2O14P2S",
  "method": "ωB97M-V/def2-TZVPD",
  "charge": -1,
  "orbital_gap_ev": 6.696,
  "homo_energy_ev": -4.608,
  "molar_mass_g_mol": 931.32,
  "species": ["C", "C", "O", "O", "C", "C", "C", "C", "C", "P", "S", "N", "C", "C", "C", "O", "P", "O", "O", "O", "O", "C", "C", "C", "O", "Br", "C", "Cl", "C", "C", "O", "C", "N", "O", "H", "H", "H", "H", "H", "H", "H", "H", "H", "H", "H", "H", "H", "H", "H", "H", "H", "H", "H", "H", "H", "H", "H", "H", "H", "H", "H", "H", "H", "H", "H", "H", "H", "C", "C", "O", "C", "C", "H", "H", "H", "H", "H", "H", "H", "H", "H", "H", "C", "C", "O", "C", "C", "H", "H", "H", "H", "H", "H", "H", "H", "H", "H", "C", "C", "O", "C", "C", "H", "H", "H", "H", "H", "H", "H", "H", "H", "H", "C", "C", "O", "C", "C", "H", "H", "H", "H", "H", "H", "H", "H", "H", "H"],
  "xyz": [[6.4561, -0.1003, 1.4781], [5.2944, -1.1551, 1.8632], [5.4445, -1.7484, 2.9586], [4.1894, -1.4097, 0.9818], [4.3826, -2.7780, 0.5047], [3.5662, -3.0868, -0.8645], [2.3612, -4.1000, -0.6356], [0.9160, -3.4628, -0.3499], [0.8213, -1.8819, -0.3670], [-0.7315, -1.1174, 0.4905], [-2.0677, -2.8351, 0.1396], [-0.0564, 0.4888, 0.8209], [0.9871, 0.6071, 1.8487], [0.2027, 1.3240, -0.3473], [1.4034, 1.2033, -1.3860], [-0.5721, 2.3137, -0.5419], [-0.3451, -2.0319, 2.5206], [1.1049, -2.4775, 2.7275], [-1.0371, -1.1475, 3.8020], [-1.2524, -3.5081, 2.5230], [-1.3686, -0.5648, -1.0569], [-2.7505, -0.1189, -0.9894], [-3.0668, 1.0653, -2.0556], [-4.5780, 0.9842, -2.5939], [-5.4943, 1.7328, -2.2401], [-4.9582, -0.4784, -3.9260], [-3.1415, 0.1774, 0.5854], [-4.7923, -0.7291, 0.6654], [-3.6009, 1.6566, 0.9419], [-4.1847, 1.9101, 2.3960], [-5.6414, 1.7151, 2.5078], [-3.4452, 1.1695, 3.6047], [-4.1043, -0.1173, 3.9681], [-2.1572, -0.4858, 1.3447], [6.1503, 0.9801, 1.6634], [7.4261, -0.3163, 2.0515], [6.6795, -0.2639, 0.3731], [4.1344, -3.5088, 1.3430], [5.5171, -2.8993, 0.3136], [3.3115, -2.1244, -1.4178], [4.3367, -3.6309, -1.5320], [2.3356, -4.8068, -1.5476], [2.6460, -4.7833, 0.2482], [0.5225, -3.9796, 0.5894], [0.2430, -3.8479, -1.2042], [1.7398, -1.3168, -0.0051], [0.6928, -1.5736, -1.4737], [-2.2068, -2.9798, -1.2470], [1.8376, -0.1499, 1.8273], [1.5017, 1.6320, 1.6777], [0.6041, 0.6823, 2.9346], [1.6432, 2.2408, -1.7973], [0.9868, 0.6078, -2.2833], [2.3076, 0.6226, -1.0162], [-0.3421, -0.8256, 4.4221], [-1.9824, -3.4409, 3.1803], [-3.5345, -0.8945, -1.3256], [-2.3858, 0.9018, -2.9718], [-2.9082, 2.1088, -1.6389], [-4.4444, 1.9199, 0.1985], [-2.7997, 2.4634, 0.7628], [-4.0487, 3.0422, 2.5992], [-5.8548, 2.2197, 3.3270], [-2.3261, 1.0613, 3.3510], [-3.4825, 1.8801, 4.5135], [-3.4934, -0.5855, 4.6586], [-4.9713, 0.1596, 4.4611], [5.2713, -7.4355, 2.0806], [3.8492, -7.3902, 1.5465], [3.7764, -7.3541, 0.1275], [4.3486, -8.4555, -0.5621], [3.7138, -9.7894, -0.2077], [5.8416, -6.5732, 1.7218], [5.2677, -7.4251, 3.1734], [5.8002, -8.3343, 1.7576], [3.3682, -6.4771, 1.9051], [3.2563, -8.2242, 1.9349], [5.4321, -8.4795, -0.4021], [4.1989, -8.2651, -1.6287], [3.8393, -10.0346, 0.8486], [4.1655, -10.5928, -0.7949], [2.6400, -9.7674, -0.4130], [-7.7104, 1.1613, -5.6477], [-9.1300, 1.2506, -6.1821], [-9.2015, 1.3044, -7.6020], [-8.6570, 0.1946, -8.3018], [-9.3264, -1.1256, -7.9604], [-7.1168, 2.0119, -5.9962], [-7.7140, 1.1591, -4.5550], [-7.2059, 0.2532, -5.9803], [-9.5872, 2.1719, -5.8135], [-9.7449, 0.4281, -5.8033], [-7.5751, 0.1410, -8.1409], [-8.8004, 0.3990, -9.3667], [-9.2084, -1.3838, -6.9065], [-8.8949, -1.9348, -8.5547], [-10.3992, -1.0741, -8.1665], [-3.2547, 6.4777, 2.1977], [-3.7784, 6.5073, 3.6236], [-3.0493, 5.6704, 4.5128], [-1.6674, 5.9634, 4.6655], [-1.3986, 7.3625, 5.1930], [-3.2671, 5.4555, 1.8075], [-3.8713, 7.1083, 1.5520], [-2.2271, 6.8392, 2.1334], [-4.8085, 6.1428, 3.6261], [-3.8125, 7.5313, 4.0095], [-1.1384, 5.7890, 3.7228], [-1.2732, 5.2347, 5.3791], [-1.7670, 8.1339, 4.5139], [-0.3253, 7.5178, 5.3269], [-1.8961, 7.5096, 6.1558], [6.9324, 3.7056, -2.4110], [6.4244, 3.7326, -0.9789], [7.2091, 2.9564, -0.0832], [8.5737, 3.3302, 0.0473], [8.7683, 4.7521, 0.5451], [6.9739, 2.6771, -2.7820], [6.2726, 4.2874, -3.0596], [7.9367, 4.1242, -2.4957], [5.4174, 3.3098, -0.9553], [6.3364, 4.7600, -0.6122], [9.1015, 3.1678, -0.8985], [9.0166, 2.6389, 0.7699], [8.3493, 5.4880, -0.1436], [9.8325, 4.9705, 0.6632], [8.2740, 4.8893, 1.5108]]
}



Calculated total energy across the listed records, respectively: -4276.55556; -4817.99223; -6579.06531 Ha.
Largest force on an atom across the listed records, respectively: 13.62; 5.65; 4.68 eV/A.